1.
16
Properties=species:S:1:pos:R:3:nbo_charge:R:1 method="wB97M-V/def2-TZVPD" e_lumo_ha=0.041 smiles=CC.CC max_force_ev_per_a=1.064 gap_ev=12.84 multiplicity=1 de_lowest_kcal_mol=6.19
C 0.767 -2.384 -0.047 -0.605
C -0.647 -2.351 -0.662 -0.607
H 0.751 -1.872 0.903 0.202
H 1.137 -3.408 0.043 0.204
H 1.410 -1.793 -0.711 0.201
H -0.613 -2.528 -1.738 0.203
H -1.106 -1.406 -0.383 0.203
H -1.343 -3.076 -0.233 0.200
C -0.229 2.558 1.085 -0.615
C 0.125 2.095 -0.341 -0.619
H -1.239 2.286 1.381 0.206
H 0.458 2.146 1.812 0.205
H -0.116 3.642 1.158 0.205
H 0.880 1.319 -0.405 0.207
H -0.754 1.842 -0.933 0.206
H 0.520 2.930 -0.929 0.203



2.
33
Properties=species:S:1:pos:R:3:nbo_charge:R:1 method="wB97M-V/def2-TZVPD" e_lumo_ha=-0.036 smiles=O.O.O.O.O.O.O.O.O.O.O max_force_ev_per_a=2.464 gap_ev=8.83 multiplicity=1 de_lowest_kcal_mol=60.44
O -1.980 -0.899 0.802 -0.923
H -1.362 -0.678 1.484 0.501
H -2.550 -0.137 0.737 0.484
O -3.072 -3.356 0.724 -0.955
H -3.509 -3.464 -0.097 0.455
H -2.703 -2.462 0.719 0.480
O 3.833 0.850 0.624 -0.946
H 2.957 1.167 0.297 0.475
H 4.450 1.292 -0.011 0.461
O 0.324 -0.473 -0.278 -1.007
H -0.642 -0.466 -0.080 0.472
H 0.608 0.373 0.130 0.493
O 0.641 1.690 1.173 -0.970
H -0.038 1.986 0.580 0.506
H 1.277 2.366 1.229 0.497
O 2.096 1.650 -1.439 -0.977
H 2.188 0.809 -1.981 0.499
H 1.150 1.775 -1.302 0.477
O -2.133 0.280 -2.407 -0.937
H -1.827 0.823 -3.213 0.495
H -2.987 0.607 -2.077 0.485
O -0.791 2.226 -1.062 -0.987
H -1.353 1.615 -1.575 0.493
H -0.606 2.840 -1.757 0.482
O 1.634 -2.399 1.037 -0.957
H 1.487 -2.348 2.000 0.454
H 1.009 -1.769 0.667 0.478
O 1.508 0.755 3.696 -0.962
H 1.168 1.141 2.871 0.484
H 0.834 0.820 4.429 0.467
O -0.238 -2.388 -2.087 -0.962
H -0.237 -1.517 -1.635 0.486
H -1.142 -2.721 -2.185 0.461



3.
31
Properties=species:S:1:pos:R:3:nbo_charge:R:1 method="wB97M-V/def2-TZVPD" e_lumo_ha=0.024 max_force_ev_per_a=4.190 gap_ev=9.24 multiplicity=1 de_lowest_kcal_mol=42.62
C 4.789 0.982 -0.264 -0.209
C 4.311 -0.094 -1.029 -0.205
C 4.031 1.571 0.760 -0.219
C 3.091 -0.604 -0.640 -0.200
C 2.799 1.075 1.047 -0.185
C 2.377 -0.101 0.361 -0.081
C -2.822 -1.693 -0.024 -1.092
C -3.031 1.063 -1.238 -1.151
C -2.304 0.596 1.819 -1.098
C 1.102 -0.825 0.565 -0.365
C -0.205 0.081 -0.529 -0.798
Si -2.077 0.096 0.000 1.640
S 0.496 1.753 -0.902 -0.030
H 5.718 1.385 -0.540 0.205
H 5.012 -0.490 -1.729 0.217
H 4.380 2.581 1.298 0.218
H 2.685 -1.344 -1.345 0.205
H 2.006 1.617 1.636 0.216
H -3.196 -2.005 -0.988 0.229
H -2.045 -2.470 0.234 0.232
H -3.672 -1.619 0.635 0.229
H -4.167 0.957 -1.442 0.260
H -2.671 2.061 -0.991 0.240
H -2.597 0.799 -2.207 0.243
H -2.882 1.507 1.857 0.240
H -2.677 -0.233 2.350 0.242
H -1.414 0.994 2.124 0.228
H 0.645 -0.675 1.549 0.208
H 1.096 -1.938 0.317 0.226
H -0.240 -0.427 -1.540 0.235
H 0.204 2.519 0.263 0.121



4.
13
Properties=species:S:1:pos:R:3:nbo_charge:R:1 method="wB97M-V/def2-TZVPD" e_lumo_ha=-0.152 max_force_ev_per_a=3.798 gap_ev=9.22 charge=+1 multiplicity=1 de_lowest_kcal_mol=53.20
C -1.689 2.284 0.124 -0.015
C 1.623 -0.466 0.172 -0.419
N -1.247 1.075 0.178 -0.589
N 0.641 -1.538 -0.328 -0.684
I -2.608 -0.539 0.007 0.262
H -1.047 3.129 0.443 0.207
H 1.275 0.534 0.541 0.288
H 2.046 -1.118 0.952 0.220
H 2.436 -0.531 -0.531 0.233
H 0.238 -1.403 -1.182 0.422
H 1.129 -2.448 -0.382 0.441
H -2.571 2.604 -0.312 0.182
H -0.227 -1.582 0.318 0.453



5.
23
Properties=species:S:1:pos:R:3:nbo_charge:R:1 method="wB97M-V/def2-TZVPD" e_lumo_ha=0.039 smiles=Cc1ccccc1.CC max_force_ev_per_a=1.265 gap_ev=10.11 multiplicity=1 de_lowest_kcal_mol=10.74
C 3.485 -1.901 1.215 -0.631
C 2.383 -1.000 0.724 0.000
C 2.632 0.341 0.433 -0.224
C 1.553 1.202 0.265 -0.198
C 0.256 0.768 0.468 -0.232
C 0.014 -0.585 0.625 -0.194
C 1.076 -1.470 0.792 -0.225
H 3.362 -2.198 2.250 0.219
H 4.448 -1.410 1.121 0.209
H 3.561 -2.832 0.653 0.217
H 3.680 0.600 0.400 0.210
H 1.804 2.226 0.011 0.211
H -0.534 1.497 0.330 0.214
H -0.993 -0.983 0.634 0.212
H 0.796 -2.441 1.183 0.211
C -3.253 0.286 -1.366 -0.615
C -3.603 1.781 -1.441 -0.611
H -2.218 0.019 -1.546 0.209
H -3.526 -0.107 -0.391 0.200
H -3.813 -0.262 -2.091 0.205
H -2.721 2.407 -1.315 0.204
H -4.261 2.025 -0.605 0.203
H -4.127 2.036 -2.348 0.206



6.
15
Properties=species:S:1:pos:R:3:nbo_charge:R:1 method="wB97M-V/def2-TZVPD" e_lumo_ha=0.033 smiles=C[C@H](O)CCCl max_force_ev_per_a=3.295 gap_ev=10.93 multiplicity=1 de_lowest_kcal_mol=27.98
C 1.524 -0.976 0.982 -0.658
C 1.058 -0.182 -0.245 0.079
O 2.186 0.171 -1.025 -0.701
C 0.299 1.133 0.200 -0.451
C -1.210 0.861 0.632 -0.340
Cl -1.967 -0.515 -0.374 -0.104
H 2.422 -1.536 0.739 0.228
H 2.007 -0.298 1.641 0.193
H 0.673 -1.504 1.378 0.227
H 0.149 -0.640 -0.878 0.210
H 2.772 0.587 -0.319 0.451
H 0.819 1.590 1.042 0.205
H 0.351 1.858 -0.711 0.229
H -1.916 1.693 0.563 0.222
H -1.356 0.610 1.683 0.210



7.
9
Properties=species:S:1:pos:R:3:nbo_charge:R:1 method="wB97M-V/def2-TZVPD" e_lumo_ha=0.034 smiles="C1N=NNP1" max_force_ev_per_a=2.752 gap_ev=10.10 multiplicity=1 de_lowest_kcal_mol=50.89
C 0.607 -0.432 -0.839 -0.541
N -0.022 -1.425 0.010 -0.188
N -0.906 -0.954 0.700 0.052
N -0.938 0.392 0.875 -0.713
P 0.258 1.322 -0.113 0.609
H 1.612 -0.777 -0.957 0.237
H 0.039 -0.301 -1.697 0.214
H -1.803 0.876 1.121 0.406
H 1.154 1.299 0.899 -0.076



8.
18
Properties=species:S:1:pos:R:3:nbo_charge:R:1 method="wB97M-V/def2-TZVPD" e_lumo_ha=0.028 max_force_ev_per_a=0.415 gap_ev=7.22 multiplicity=1 de_lowest_kcal_mol=112.09
C 2.625 0.700 0.156 -0.253
O 1.383 0.965 -0.455 -0.530
C 0.628 -0.200 -0.670 0.057
C -0.110 -0.687 0.593 -0.241
N -1.336 0.072 0.191 -0.353
C -2.624 -0.554 0.581 -0.733
C -0.739 0.193 -1.223 -0.251
H 3.138 1.657 0.266 0.201
H 3.239 0.031 -0.466 0.170
H 2.506 0.241 1.149 0.167
H 1.204 -0.952 -1.226 0.182
H -0.368 -1.748 0.580 0.228
H 0.281 -0.406 1.573 0.221
H -1.301 0.993 0.624 0.412
H -2.660 -1.488 -0.005 0.132
H -3.402 0.112 0.174 0.148
H -0.815 1.185 -1.672 0.223
H -1.220 -0.570 -1.837 0.221